(1)
2 unconnected molecules or ions with the total composition C3H5O2S2 at a distorted geometry. Source: OMol25; level of theory: ωB97M-V/def2-TZVPD.

- frontier orbital gap (spin up / spin down) (eV) = 6.8 / 6.8
- total charge = -1
- energy above the lowest of the compared OMol25 structures with the same formula, charge and spin (kJ/mol) = 131.4
- largest force on an atom (eV/Å) = 3.82
- spin multiplicity = 1
- HOMO (spin up / spin down) (eV) = -3.8 / -3.8

Bonds (Å) are listed after each position.
Positions of all 12 atoms, in Å:
1 H 2.24466 -0.08739 0.01122  C8 1.159
2 O -1.39391 -0.51592 1.47479  C6 1.224
3 H 0.72469 -2.40769 -1.14268  S7 1.276
4 H 1.67837 1.20919 0.99509  C8 1.014
5 H -1.90753 1.03761 -1.05327  O11 1.078
6 C -1.27049 0.10151 0.42458  O2 1.224, O11 1.315, C12 1.498
7 S -0.44462 -1.92818 -1.32034  H3 1.276
8 C 1.38694 0.28459 0.69647  H1 1.159, H4 1.014, H9 1.056, C12 1.523
9 H 1.14475 -0.27517 1.55898  C8 1.056
10 S 0.06638 1.76190 -1.23661  C12 1.740
11 O -2.32138 0.36426 -0.32023  H5 1.078, C6 1.315
12 C 0.09215 0.45529 -0.08801  C6 1.498, C8 1.523, S10 1.740

And the Löwdin charges, in e, turn out to be: 0.115, 0.014, -0.398, 0.013, 0.059, -0.786, 0.281, -0.135, 0.055, 0.537, -0.024, -0.730


(2)
C4H5NO in the gas phase at a distorted geometry. Source: OMol25; level of theory: ωB97M-V/def2-TZVPD.

- frontier orbital gap (spin up / spin down) (eV) = 8.0 / 8.0
- energy above the lowest of the compared OMol25 structures with the same formula, charge and spin (kJ/mol) = 619.8
- largest force on an atom (eV/Å) = 3.72
- spin multiplicity = 1
- HOMO (spin up / spin down) (eV) = -7.7 / -7.7

Bonds (Å) are listed after each position.
Positions of all 11 atoms, in Å:
1 H 2.20545 1.67356 -0.80147  C6 1.125
2 N 0.21268 1.09108 -0.14395  C6 1.276, C11 1.239
3 H -2.67466 0.00761 0.96757  C8 1.157
4 H -2.63711 0.34150 -0.78932  C8 1.040
5 O 2.13112 -0.18506 -0.05913  C6 1.361, C10 1.318
6 C 1.47403 0.98227 -0.29948  H1 1.125, N2 1.276, O5 1.361
7 H 2.34906 -2.03501 0.72920  C10 1.138
8 C -2.06067 -0.03879 -0.01202  H3 1.157, H4 1.040, H9 1.115, C11 1.501
9 H -1.81114 -1.08561 -0.30509  C8 1.115
10 C 1.57261 -1.32631 0.29240  O5 1.318, H7 1.138
11 C -0.76136 0.57476 0.42129  N2 1.239, C8 1.501

And the Löwdin charges, in e, turn out to be: 0.144, 0.057, 0.092, 0.038, -0.132, -0.232, 0.022, -0.089, 0.091, 0.069, -0.060


(3)
3 unconnected molecules or ions with the total composition C3H11NO4 at a distorted geometry. Source: OMol25; level of theory: ωB97M-V/def2-TZVPD.

- frontier orbital gap (eV) = 9.5
- energy above the lowest of the compared OMol25 structures with the same formula, charge and spin (kJ/mol) = 142.1
- SMILES = C[C@@H](N)C(=O)O.O.O
- largest force on an atom (eV/Å) = 2.57
- spin multiplicity = 1
- HOMO (eV) = -9.2

Bonds (Å) are listed after each position.
Positions of all 19 atoms, in Å:
1 H 0.77628 -2.20498 2.32742  O9 0.952
2 H 1.00854 -1.78153 -1.50883  O5 0.972
3 O -0.12915 -2.16697 0.44521  C16 1.202
4 H -0.77386 -0.00594 1.59316  C17 1.134
5 O 0.71878 -0.90051 -1.21858  H2 0.972, C16 1.341
6 C 0.62229 1.25834 0.60030  H7 1.110, H8 1.082, H15 1.101, C17 1.500
7 H 0.52217 1.88268 -0.31168  C6 1.110
8 H 1.60926 0.82260 0.51854  C6 1.082
9 O 1.34506 -2.93251 2.55977  H1 0.952, H10 0.962
10 H 0.97967 -3.69971 2.10914  O9 0.962
11 O -0.42492 2.03439 -2.37444  H13 0.968, H14 0.970
12 N -1.68815 0.67223 -0.10945  C17 1.466, H18 1.011, H19 1.042
13 H 0.09856 1.35099 -2.81725  O11 0.968
14 H -1.10171 2.18896 -3.05206  O11 0.970
15 H 0.58891 1.94044 1.46333  C6 1.101
16 C 0.04098 -1.09846 -0.07812  O3 1.202, O5 1.341, C17 1.526
17 C -0.45041 0.21299 0.52907  H4 1.134, C6 1.500, N12 1.466, C16 1.526
18 H -2.20446 1.38048 0.39493  N12 1.011
19 H -1.53785 1.04652 -1.07044  N12 1.042

And the Löwdin charges, in e, turn out to be: -0.007, 0.138, 0.097, 0.157, 0.120, -0.062, 0.065, 0.077, -0.063, 0.031, -0.063, 0.037, 0.055, 0.063, 0.088, -0.484, -0.371, 0.073, 0.051


(4)
BH4NS in the gas phase at a distorted geometry. Source: OMol25; level of theory: ωB97M-V/def2-TZVPD.

- frontier orbital gap (eV) = 10.0
- energy above the lowest of the compared OMol25 structures with the same formula, charge and spin (kJ/mol) = 34.3
- SMILES = NBS
- largest force on an atom (eV/Å) = 4.09
- spin multiplicity = 1
- HOMO (eV) = -9.4

Bonds (Å) are listed after each position.
Positions of all 7 atoms, in Å:
1 H -0.24980 -0.49482 1.79583  N5 1.029
2 H 0.91936 0.34365 -0.96185  B6 1.110
3 S -1.47872 0.84654 -0.80846  B6 1.852, H7 1.345
4 H 1.33696 -0.93515 1.35161  N5 1.048
5 N 0.40930 -0.58461 1.01116  H1 1.029, H4 1.048, B6 1.481
6 B 0.08858 -0.00699 -0.31389  H2 1.110, S3 1.852, N5 1.481
7 H -1.02568 0.83138 -2.07439  S3 1.345

And the Löwdin charges, in e, turn out to be: 0.061, -0.016, 0.672, 0.083, 0.036, -0.672, -0.164


Copy entry 4 word for word.
BH4NS in the gas phase at a distorted geometry. Source: OMol25; level of theory: ωB97M-V/def2-TZVPD.

- frontier orbital gap (eV) = 10.0
- energy above the lowest of the compared OMol25 structures with the same formula, charge and spin (kJ/mol) = 34.3
- SMILES = NBS
- largest force on an atom (eV/Å) = 4.09
- spin multiplicity = 1
- HOMO (eV) = -9.4

Bonds (Å) are listed after each position.
Positions of all 7 atoms, in Å:
1 H -0.24980 -0.49482 1.79583  N5 1.029
2 H 0.91936 0.34365 -0.96185  B6 1.110
3 S -1.47872 0.84654 -0.80846  B6 1.852, H7 1.345
4 H 1.33696 -0.93515 1.35161  N5 1.048
5 N 0.40930 -0.58461 1.01116  H1 1.029, H4 1.048, B6 1.481
6 B 0.08858 -0.00699 -0.31389  H2 1.110, S3 1.852, N5 1.481
7 H -1.02568 0.83138 -2.07439  S3 1.345

And the Löwdin charges, in e, turn out to be: 0.061, -0.016, 0.672, 0.083, 0.036, -0.672, -0.164


Please write out number 2 again, unchanged.
C4H5NO in the gas phase at a distorted geometry. Source: OMol25; level of theory: ωB97M-V/def2-TZVPD.

- frontier orbital gap (spin up / spin down) (eV) = 8.0 / 8.0
- energy above the lowest of the compared OMol25 structures with the same formula, charge and spin (kJ/mol) = 619.8
- largest force on an atom (eV/Å) = 3.72
- spin multiplicity = 1
- HOMO (spin up / spin down) (eV) = -7.7 / -7.7

Bonds (Å) are listed after each position.
Positions of all 11 atoms, in Å:
1 H 2.20545 1.67356 -0.80147  C6 1.125
2 N 0.21268 1.09108 -0.14395  C6 1.276, C11 1.239
3 H -2.67466 0.00761 0.96757  C8 1.157
4 H -2.63711 0.34150 -0.78932  C8 1.040
5 O 2.13112 -0.18506 -0.05913  C6 1.361, C10 1.318
6 C 1.47403 0.98227 -0.29948  H1 1.125, N2 1.276, O5 1.361
7 H 2.34906 -2.03501 0.72920  C10 1.138
8 C -2.06067 -0.03879 -0.01202  H3 1.157, H4 1.040, H9 1.115, C11 1.501
9 H -1.81114 -1.08561 -0.30509  C8 1.115
10 C 1.57261 -1.32631 0.29240  O5 1.318, H7 1.138
11 C -0.76136 0.57476 0.42129  N2 1.239, C8 1.501

And the Löwdin charges, in e, turn out to be: 0.144, 0.057, 0.092, 0.038, -0.132, -0.232, 0.022, -0.089, 0.091, 0.069, -0.060